(1)
17
Properties=species:S:1:pos:R:3 method="wB97M-V/def2-TZVPD" orbital_gap_ev="5.16 / 8.14" e_above_lowest_ev=2.292 s_squared=0.75 spin_multiplicity=2 charge=0 molar_mass_g_mol=87.15
C -0.774 -1.800 -0.241
C -0.865 -0.254 -0.558
C -0.175 0.463 0.541
C 0.746 1.546 0.264
N 0.981 2.062 -1.031
N 0.059 -1.847 0.984
H -1.741 -2.237 0.018
H -0.272 -2.269 -1.043
H -0.432 -0.193 -1.556
H -1.898 0.006 -0.680
H -0.829 0.669 1.373
H 1.017 2.225 1.051
H 1.021 1.521 -1.865
H -0.411 -2.072 1.858
H 1.426 2.967 -1.135
H 0.346 -0.636 0.948
H 0.809 -2.532 0.935

(2)
17
Properties=species:S:1:pos:R:3 method="wB97M-V/def2-TZVPD" orbital_gap_ev=10.33 e_above_lowest_ev=1.590 spin_multiplicity=1 charge=+1 molar_mass_g_mol=87.15 smiles="CC/C(N)=C/[NH3+]"
C 1.184 1.654 1.283
C -0.222 0.980 1.222
C -0.196 -0.112 0.196
C -0.680 0.078 -1.033
N -0.615 -1.047 -1.990
N 0.352 -1.376 0.487
H 1.922 0.862 1.087
H 1.441 2.116 2.232
H 1.318 2.358 0.460
H -0.942 1.704 0.846
H -0.384 0.543 2.200
H -1.238 0.965 -1.306
H -0.642 -0.760 -2.967
H 0.312 -1.442 -1.739
H -1.293 -1.800 -1.862
H -0.324 -2.120 0.560
H 1.204 -1.556 0.991